Entry 1:
52
Properties=species:S:1:pos:R:3:forces:R:3 method="wB97M-V/def2-TZVPD" total_charge=+2 relative_energy_ev=0.000 spin_multiplicity=5 homo_energy_ev="-13.90 / -15.61"
Rh -0.40211 0.05287 -0.10736 1.5 0.2 1.3
P -1.22142 -1.66444 1.18249 0.7 0.3 -0.9
C -2.92308 -1.17088 0.83285 -2.3 -0.5 0.8
C -3.25663 0.15539 0.41859 0.0 0.9 -1.8
N -2.19041 0.97972 0.07890 -0.2 -0.2 0.7
C -2.27920 2.24048 -0.32994 0.0 -0.6 0.9
C -3.53041 2.83912 -0.33465 -0.2 1.0 -0.8
C -4.68224 2.04547 -0.25704 0.5 -0.4 0.0
C -4.56047 0.68884 0.02777 1.3 -0.9 0.7
C -0.98608 2.95380 -0.66241 -0.5 0.5 -0.2
P 0.44243 1.89310 -1.20677 -0.8 1.4 -1.1
H -5.35024 -0.04151 -0.08879 -0.4 0.3 0.3
H -3.54426 3.91560 -0.56141 -0.4 -0.6 0.1
H -5.64613 2.48237 -0.48926 0.0 -0.1 0.1
H -1.22844 3.63131 -1.49404 0.3 0.3 0.4
H -0.66016 3.51156 0.22804 -0.1 0.1 -0.3
H -2.68959 -3.11034 -3.77138 -0.2 0.0 -0.7
H -3.81374 -1.79120 1.11615 1.0 0.4 -0.4
H 1.80364 -1.20561 -3.98873 0.2 0.3 -0.7
O -2.25784 -3.36166 -4.60071 -0.3 0.6 -0.7
H -2.75413 -2.96822 -5.36559 0.5 -0.5 1.4
H 0.54498 0.07211 -1.26882 1.4 -0.2 -1.8
O 2.49677 -1.03561 -3.34128 -1.2 -0.9 1.1
H 2.18125 -1.68612 -2.66733 0.9 0.7 -0.3
C 0.36830 2.04997 -3.02043 0.0 -0.3 0.1
H 0.24803 3.10345 -3.32706 0.2 -0.4 0.2
H 1.28756 1.61812 -3.44086 -0.3 0.1 0.0
H -0.48787 1.46437 -3.37355 0.1 0.1 -0.1
C 1.96916 2.79839 -0.77005 0.2 -0.3 0.5
H 2.83363 2.20173 -1.09454 -0.2 0.1 0.1
H 2.03254 3.78369 -1.26450 -0.4 -0.5 0.0
H 2.03336 2.95870 0.31428 0.0 -0.1 -0.2
C -0.93529 -1.51273 2.97117 0.0 -0.4 0.0
H -1.57295 -2.28806 3.41412 0.2 0.4 0.4
H 0.12488 -1.66959 3.27380 -0.7 0.0 -0.4
H -1.23562 -0.49296 3.25777 -0.1 -0.5 0.1
C -0.47898 -3.19795 0.47108 -0.6 -0.7 0.5
H 0.61551 -3.10464 0.58532 -0.5 0.2 0.1
H -0.80905 -4.11329 0.98726 0.1 0.2 -0.2
H -0.66937 -3.31413 -0.60738 -0.2 0.3 0.4
F 4.88811 -0.95263 4.64244 -0.9 0.1 -1.5
C 4.18826 -0.87396 3.50631 0.7 -0.2 1.1
C 4.56826 -1.64184 2.38938 1.2 -0.8 -0.1
F 5.63948 -2.45077 2.45426 -1.1 0.9 0.1
C 3.84320 -1.55906 1.23165 0.3 -0.7 -0.6
F 4.14340 -2.31678 0.16173 -0.4 1.0 1.3
C 2.66610 -0.72840 1.17694 -1.2 -0.5 -1.7
O 1.88623 -0.83140 0.17490 1.0 0.2 1.2
C 2.33701 0.08919 2.30341 -0.2 0.5 0.7
F 1.25776 0.92216 2.20192 1.0 -0.9 0.1
C 3.05645 -0.02457 3.46630 -0.6 0.8 0.4
F 2.70941 0.65684 4.56509 0.4 -0.5 -0.9

---

Entry 2:
85
Properties=species:S:1:pos:R:3:forces:R:3 method="wB97M-V/def2-TZVPD" total_charge=0 smiles="CCCOCOC(=O)OCC.CC(C)O.CC(C)O.CC(C)O.CC(C)O.CC(C)O" homo_energy_ev=-9.77
C -5.34162 4.14500 0.74677 0.1 -0.6 0.1
C -4.54661 2.96822 1.32193 0.4 0.5 -0.8
C -3.89801 2.11476 0.22207 -0.5 -0.3 0.9
O -2.57062 1.75906 0.60129 0.2 -0.1 -0.1
C -1.59593 2.25361 -0.25861 -0.4 0.1 -0.3
O -0.39366 1.56401 -0.06124 0.4 0.1 0.5
C 0.19480 1.76398 1.16163 -0.6 -0.7 1.3
O -0.18103 1.22536 2.19049 0.9 0.9 -1.7
O 1.22869 2.60059 1.02257 -0.4 -0.7 -0.2
C 2.18903 2.57678 2.08335 0.7 0.5 0.4
C 3.09959 3.77754 1.94852 -0.4 0.0 0.2
H -4.79443 4.57606 -0.08523 0.1 0.3 -0.1
H -5.50849 4.90806 1.49578 -0.1 0.2 0.1
H -6.29632 3.80041 0.36201 -0.2 0.1 -0.1
H -5.17917 2.35214 1.94729 0.0 -0.1 0.3
H -3.72322 3.35600 1.91134 0.0 0.0 0.4
H -4.43993 1.17852 0.13797 -0.1 -0.2 -0.4
H -3.92141 2.63034 -0.73278 0.1 0.1 -0.3
H -1.87725 2.07683 -1.29520 0.1 -0.2 -0.2
H -1.45347 3.33042 -0.13207 0.1 0.2 0.2
H 1.70726 2.59027 3.05232 -0.4 -0.1 0.0
H 2.79334 1.67774 2.01556 -0.1 -0.3 -0.1
H 3.57630 3.94002 2.91025 0.2 0.0 0.1
H 2.51758 4.66893 1.73945 -0.1 0.2 -0.1
H 3.86259 3.62225 1.20227 0.1 0.1 -0.2
C 4.57819 -0.48793 0.16181 -0.1 0.1 0.1
C 4.93812 0.89718 -0.35294 0.2 -0.3 0.0
C 6.06584 0.83596 -1.36926 0.0 0.2 0.0
O 5.29328 1.75617 0.73527 -0.2 0.1 -0.1
H 5.43756 -0.94312 0.66070 0.0 0.0 -0.1
H 3.76581 -0.43002 0.88771 0.0 0.0 0.0
H 4.27102 -1.14483 -0.65210 0.0 0.0 0.0
H 4.05883 1.35540 -0.80899 0.0 0.1 0.1
H 6.96733 0.41712 -0.91612 0.0 -0.1 0.0
H 6.31092 1.83536 -1.73133 -0.1 0.0 0.0
H 5.79452 0.21143 -2.22018 0.0 0.0 0.0
H 6.06856 1.38209 1.16460 0.1 0.0 0.0
C -3.86521 -1.87341 1.43655 -0.1 0.0 0.0
C -3.19937 -2.11553 0.08940 0.2 0.1 0.3
C -1.91547 -2.91657 0.23665 0.1 -0.1 -0.1
O -2.94003 -0.87576 -0.56079 -0.1 -0.2 -0.2
H -3.20312 -1.29442 2.08573 0.1 0.0 0.0
H -4.78580 -1.30168 1.31069 0.0 0.0 0.0
H -4.10518 -2.81336 1.93622 0.0 0.0 0.0
H -3.88868 -2.65398 -0.56487 0.0 0.0 -0.1
H -1.19336 -2.37690 0.85506 -0.1 0.0 0.1
H -1.45589 -3.07625 -0.73766 0.0 0.0 0.0
H -2.10496 -3.88775 0.69707 0.0 0.0 0.0
H -2.34015 -0.36573 -0.00030 -0.1 0.1 0.1
C -2.11874 -3.97300 -3.45940 0.0 -0.1 0.1
C -3.14594 -4.85030 -4.15731 -0.1 0.3 0.0
C -3.77523 -4.13956 -5.34605 -0.1 -0.1 0.0
O -4.15497 -5.26297 -3.23562 0.1 -0.2 -0.1
H -2.59090 -3.06651 -3.06914 0.0 0.0 -0.1
H -1.67802 -4.50241 -2.61480 0.0 0.0 0.0
H -1.31948 -3.67717 -4.14053 0.0 0.0 0.0
H -2.66847 -5.77007 -4.49708 0.0 -0.1 0.0
H -4.29710 -3.23733 -5.01583 0.1 0.0 0.0
H -4.50673 -4.78415 -5.83352 0.0 0.0 0.0
H -3.02160 -3.85006 -6.07965 0.0 0.0 0.0
H -4.59774 -4.47125 -2.91587 0.0 0.1 0.0
C 6.88238 -3.60665 -4.21903 -0.1 0.0 0.1
C 7.06752 -2.22368 -3.61381 0.3 -0.2 -0.1
C 8.19630 -1.46030 -4.28934 0.0 0.1 0.1
O 7.30466 -2.32179 -2.20953 -0.2 0.1 0.0
H 7.78979 -4.20255 -4.08916 0.0 0.0 0.0
H 6.06775 -4.13490 -3.72385 0.0 0.0 0.0
H 6.66161 -3.54659 -5.28541 0.0 0.0 0.0
H 6.13935 -1.65904 -3.71260 0.0 0.0 0.1
H 9.14367 -1.99079 -4.16094 0.0 -0.1 0.0
H 8.30923 -0.47158 -3.84384 0.0 0.0 0.0
H 8.01173 -1.34208 -5.35774 0.0 0.0 0.0
H 8.11808 -2.81890 -2.08288 0.1 -0.1 0.0
C -4.74298 2.68753 6.67306 -0.1 0.1 0.0
C -4.11574 2.52154 5.29709 0.3 0.0 0.3
C -2.82790 1.71399 5.35577 0.0 0.0 -0.2
O -3.87356 3.79580 4.70238 -0.2 0.0 -0.2
H -4.06227 3.22587 7.33824 0.1 -0.1 0.0
H -5.66472 3.26591 6.60687 0.0 0.0 0.0
H -4.96965 1.72075 7.12441 0.0 0.0 0.0
H -4.82391 2.02306 4.63376 0.0 0.1 -0.1
H -2.08904 2.22331 5.98097 0.0 0.0 0.1
H -2.39736 1.60500 4.35967 0.0 0.0 0.0
H -3.00161 0.72034 5.77130 0.0 0.0 0.0
H -3.24911 4.27015 5.25877 0.1 0.0 0.1

---

Entry 3:
77
Properties=species:S:1:pos:R:3:forces:R:3 method="wB97M-V/def2-TZVPD" total_charge=0 smiles="CCCCCCCCCC[C@H](O)[C@H]1C=C[C@@H]2C(=O)N(c3ccccc3)C(=O)[C@@H]2N1Nc1ccc([N+](=O)[O-])cc1" relative_energy_ev=0.169 homo_energy_ev=-8.29
C 5.39881 3.83137 -3.60310 0.2 0.1 0.2
H 4.42045 4.07935 -3.20025 -0.1 0.0 0.0
C 6.44199 3.73826 -2.49491 0.0 -0.3 -0.1
C 6.22253 2.55095 -1.55650 -0.1 0.3 0.0
C 4.88889 2.62008 -0.81851 0.4 -0.4 0.0
C 4.74744 1.53843 0.25075 -0.4 0.3 -0.1
C 3.36847 1.61321 0.89902 0.3 -0.2 0.3
C 3.14271 0.62315 2.03843 -0.1 0.0 -0.4
C 3.09900 -0.83372 1.57061 0.0 0.1 0.3
C 2.24648 -1.70233 2.49871 0.0 0.0 -0.2
H 2.47997 -1.45050 3.53504 0.1 -0.1 0.1
C 0.74660 -1.50319 2.25140 0.2 -0.4 -0.3
H 0.56882 -0.49035 1.89758 -0.1 0.1 0.1
H 0.18269 -1.64885 3.17414 -0.1 0.1 0.0
C 0.18383 -2.47950 1.21751 -0.5 0.1 0.5
O 0.86691 -2.31836 -0.00195 0.4 -0.2 -0.3
H 0.62839 -3.03195 -0.60335 0.0 0.0 0.1
H 0.33433 -3.50851 1.58684 -0.1 0.1 0.0
C -1.34890 -2.29125 1.04829 0.5 -0.1 -0.1
C -2.05774 -2.68886 2.30748 0.0 0.0 -0.1
C -3.12018 -2.06307 2.78343 0.0 0.0 0.0
C -3.79149 -0.93481 2.05356 0.1 0.0 0.1
C -3.10888 -0.64324 0.72374 0.1 0.2 -0.1
N -1.67296 -0.90637 0.72455 -0.3 0.0 0.0
N -1.07575 -0.49696 -0.45985 -0.3 -0.2 -0.4
C -0.47243 0.70777 -0.58855 0.2 0.3 0.2
C -0.41337 1.62210 0.47600 -0.1 -0.2 0.0
C 0.23179 2.82383 0.32146 0.3 0.3 -0.4
C 0.83801 3.13904 -0.89515 -0.7 -1.1 0.2
C 0.77208 2.24522 -1.96592 0.1 0.3 0.2
C 0.11836 1.04956 -1.81692 -0.1 -0.1 0.1
H 0.06382 0.35172 -2.63838 0.0 -0.1 -0.1
H 1.24586 2.51189 -2.89816 0.0 0.0 0.0
N 1.55453 4.35742 -1.03686 0.4 0.7 -0.1
O 2.11480 4.57154 -2.09843 0.1 0.1 -0.1
O 1.58062 5.12187 -0.08839 0.1 0.1 0.1
H 0.29174 3.53382 1.13167 0.0 0.0 0.1
H -0.87510 1.36320 1.41560 0.0 0.0 0.1
H -1.23751 -1.05215 -1.29426 -0.1 0.1 0.3
C -3.89591 -1.48813 -0.27886 0.3 0.2 0.0
O -3.54149 -1.79381 -1.38919 0.0 -0.1 -0.1
N -5.08835 -1.83669 0.31781 -0.4 -0.2 -0.3
C -5.16649 -1.46078 1.65220 0.3 0.3 0.3
O -6.12354 -1.59663 2.35841 -0.1 0.0 0.1
C -6.13519 -2.52788 -0.35558 -0.2 -0.2 -0.2
C -7.43964 -2.06578 -0.25196 0.1 0.0 0.0
C -8.45300 -2.74427 -0.90480 0.0 0.0 0.0
C -8.16674 -3.86675 -1.66349 0.0 0.0 0.0
C -6.86191 -4.31811 -1.76619 0.0 0.0 0.0
C -5.84090 -3.65542 -1.10882 0.0 0.0 0.1
H -4.82371 -4.00544 -1.18378 0.1 0.0 0.0
H -6.63542 -5.19331 -2.35599 0.0 -0.1 0.0
H -8.96057 -4.39009 -2.17443 -0.1 0.0 0.0
H -9.46912 -2.38994 -0.82257 -0.1 0.0 0.0
H -7.65724 -1.19088 0.33944 0.0 0.1 0.0
H -3.23441 0.41007 0.44170 -0.1 -0.2 0.0
H -3.89160 -0.06715 2.70851 -0.1 0.0 -0.1
H -3.59449 -2.36825 3.70348 0.0 -0.1 0.1
H -1.63366 -3.52817 2.83799 0.0 -0.1 0.1
H -1.66834 -2.96770 0.22612 0.1 0.1 0.1
H 2.49808 -2.75440 2.35184 0.0 -0.1 0.1
H 2.67471 -0.88723 0.56812 0.1 0.0 -0.1
H 4.11262 -1.23456 1.52742 0.0 0.0 -0.1
H 3.92285 0.74486 2.79300 0.0 0.0 0.1
H 2.19112 0.87525 2.51188 -0.1 0.0 0.1
H 3.21928 2.62688 1.28025 -0.1 0.1 -0.1
H 2.61361 1.43069 0.13174 -0.1 0.1 0.0
H 4.88880 0.55563 -0.20310 0.1 -0.1 0.0
H 5.52065 1.67063 1.01125 0.1 -0.1 0.0
H 4.07410 2.51267 -1.53626 -0.1 0.1 0.0
H 4.79034 3.60208 -0.34962 -0.1 0.1 0.0
H 6.27019 1.62159 -2.13000 0.1 -0.1 0.0
H 7.03419 2.52812 -0.82415 0.0 -0.1 0.0
H 6.42756 4.66182 -1.91213 0.1 0.0 0.0
H 7.43479 3.64637 -2.94404 0.0 0.1 0.0
H 5.67525 4.60796 -4.31294 0.0 0.1 -0.1
H 5.32798 2.88695 -4.13963 0.0 -0.1 -0.1

---

Entry 4:
26
Properties=species:S:1:pos:R:3:forces:R:3 method="wB97M-V/def2-TZVPD" total_charge=0 relative_energy_ev=4.321 homo_energy_ev=-7.03
C -0.60779 -2.63895 2.12159 -1.2 0.6 0.1
N -1.38854 -1.68062 1.43550 0.3 -1.0 1.3
N -0.83536 -1.85322 -0.15207 1.1 -0.8 0.0
H -2.34696 -1.96320 1.23765 0.1 -0.1 0.0
H -1.48590 -2.24031 -0.84065 0.1 0.0 0.0
H -0.47464 -0.94364 -0.46889 0.3 -0.2 -0.1
H -1.04009 -3.63829 2.22403 0.0 0.1 0.0
H -0.16546 -2.24439 3.03245 0.3 0.1 -0.3
H -0.09834 -2.56964 0.24773 -0.9 1.3 -1.1
C 1.53577 0.42945 1.04830 0.0 0.0 0.0
C -0.74885 1.87090 -1.79676 0.0 0.0 0.1
C 1.68396 1.18076 -1.92053 0.0 0.0 0.1
C 0.40955 1.04024 0.25596 0.0 -0.1 -0.3
C 0.45029 1.31086 -1.06660 -0.1 -0.1 0.2
N -0.69861 1.33385 1.06088 0.0 0.1 0.0
H -0.95523 0.57685 1.68652 0.1 0.0 -0.1
H -1.50824 1.68685 0.57432 0.0 0.0 0.0
H 2.03588 1.19988 1.63875 0.0 0.0 0.0
H 2.27369 -0.07272 0.42818 0.0 0.1 0.0
H 1.14916 -0.32216 1.74094 -0.1 0.0 0.0
H -0.82682 2.95720 -1.67871 0.0 0.0 0.0
H -0.67431 1.67024 -2.86694 0.0 0.0 0.0
H 1.51353 0.49435 -2.75680 0.0 0.0 0.0
H 1.94359 2.14958 -2.36050 0.0 0.0 0.0
H 2.55287 0.82776 -1.37103 0.0 0.0 0.0
H -1.69313 1.43835 -1.45331 0.0 0.0 0.0

---

Entry 5:
83
Properties=species:S:1:pos:R:3:forces:R:3 method="wB97M-V/def2-TZVPD" total_charge=+1 spin_multiplicity=5 homo_energy_ev="-11.62 / -11.63"
Ru 0.12140 -0.26003 -0.15186 0.3 0.2 -0.2
O -2.94942 1.20108 -1.81197 0.0 0.0 0.0
P -2.94270 0.97320 -0.22927 0.0 0.0 0.1
O -3.93426 1.75242 0.49496 -0.1 0.0 -0.1
O -1.46009 1.07677 0.15879 0.0 0.0 0.0
O -3.26782 -0.64248 -0.15591 0.1 0.0 0.1
P -2.33158 -1.75945 0.47852 0.0 -0.1 -0.1
O -3.08167 -3.08857 0.09198 0.0 0.0 0.1
O -1.98026 -1.62230 1.88757 -0.1 0.0 0.0
O -1.02051 -1.73672 -0.44876 -0.2 0.0 0.1
H -3.78830 1.57778 -2.10372 0.0 0.0 0.0
H -3.63699 -3.02549 -0.69369 0.0 0.0 0.0
C 3.09225 -1.21641 -4.47728 0.0 0.0 0.0
C 2.38538 0.03146 -3.94198 0.0 0.0 0.0
C 0.94061 -0.28090 -3.53520 0.0 0.0 0.0
C 3.19004 0.77350 -2.88553 0.0 0.0 0.0
C 3.60684 2.06937 -3.17625 0.0 0.0 0.0
C 4.36607 2.80833 -2.28396 0.0 0.0 0.0
C 4.74102 2.25778 -1.07079 0.0 0.0 0.0
C 4.35971 0.96401 -0.72702 0.0 -0.1 0.0
C 4.81819 0.37424 0.60018 0.0 0.0 0.0
C 4.48455 1.27427 1.79328 0.0 0.0 0.0
C 6.31867 0.07386 0.55431 0.0 0.0 0.0
C 3.57718 0.24968 -1.64754 0.0 0.0 0.0
N 3.11978 -1.05411 -1.23503 0.0 0.0 -0.1
B 1.86558 -1.35280 -0.52359 -0.2 -0.1 0.1
N 2.08316 -2.76970 -0.11147 0.0 0.0 0.0
C 3.27917 -3.17355 -0.51265 0.0 0.0 0.0
C 3.91676 -2.12751 -1.21361 0.0 0.0 0.0
C 1.21147 -3.53799 0.74434 0.0 0.0 0.0
C 1.09985 -3.10701 2.07077 0.0 0.0 0.0
C 0.22535 -3.79508 2.90126 0.0 0.0 0.0
C -0.50604 -4.86637 2.42511 0.0 0.0 0.0
C -0.37566 -5.26230 1.10550 0.0 0.0 0.0
C 0.47885 -4.60860 0.22327 0.0 0.0 0.0
C 0.51962 -5.12790 -1.20928 0.0 0.0 0.0
C 0.56022 -4.08487 -2.32840 0.0 0.0 0.0
C 1.61063 -6.18657 -1.39784 0.0 0.0 0.0
C 1.88274 -1.93113 2.63198 0.0 0.0 0.0
C 2.79413 -2.36770 3.77970 0.0 0.0 0.0
C 0.95246 -0.79695 3.07133 0.0 0.0 0.0
H 2.56180 -1.58796 -5.35484 0.0 0.0 0.0
H 3.10688 -2.02828 -3.74859 0.0 0.0 0.0
H 4.11815 -0.99559 -4.77512 0.0 0.0 0.0
H 2.32626 0.73183 -4.77792 0.0 0.0 0.0
H 0.88828 -1.15962 -2.88830 0.0 0.0 0.0
H 0.34720 -0.51494 -4.41966 0.0 0.0 0.0
H 0.47551 0.57120 -3.03312 0.0 0.0 0.0
H 3.32738 2.50460 -4.12748 0.0 0.0 0.0
H 4.67681 3.81218 -2.54168 0.0 0.0 0.0
H 5.35121 2.83468 -0.38749 0.0 0.0 0.0
H 4.29333 -0.56863 0.76775 0.0 0.0 0.0
H 4.96348 2.25074 1.71645 0.0 0.0 0.0
H 4.83206 0.81206 2.71751 0.0 0.0 0.0
H 3.40732 1.43316 1.89153 0.0 0.0 0.0
H 6.88997 0.99451 0.42423 0.0 0.0 0.0
H 6.57123 -0.58802 -0.27611 0.0 0.0 0.0
H 6.64409 -0.39848 1.48143 0.0 0.0 0.0
H 3.68450 -4.14615 -0.28087 0.0 0.0 0.0
H 4.90629 -2.13245 -1.64545 0.0 0.0 0.0
H 0.10089 -3.47688 3.92818 0.0 0.0 0.0
H -1.19546 -5.38371 3.07829 0.0 0.0 0.0
H -0.97118 -6.08779 0.73465 0.0 0.0 0.0
H -0.43469 -5.64809 -1.32486 0.0 0.0 0.0
H 1.56436 -3.69455 -2.50658 0.0 0.0 0.0
H -0.11075 -3.25214 -2.11813 0.0 0.0 0.0
H 0.24049 -4.55048 -3.26151 0.0 0.0 0.0
H 2.61089 -5.75188 -1.33993 0.0 0.0 0.0
H 1.51740 -6.65398 -2.37920 0.0 0.0 0.0
H 1.54021 -6.96628 -0.63952 0.0 0.0 0.0
H 2.53236 -1.52935 1.84836 0.0 0.0 0.0
H 2.21084 -2.76736 4.61004 0.0 0.0 0.0
H 3.37002 -1.51961 4.15447 0.0 0.0 0.0
H 3.49035 -3.14389 3.45898 0.0 0.0 0.0
H 0.33967 -1.08921 3.92477 0.0 0.0 0.0
H 0.22708 -0.52753 2.29208 0.0 0.0 0.0
H 1.52815 0.08701 3.35584 0.0 0.0 0.0
N 0.73919 2.36665 -1.05765 0.0 0.0 0.0
N 1.22730 1.57229 0.04406 -0.1 0.0 0.0
H 1.20694 3.26785 -1.05656 0.0 0.0 0.0
H -0.25596 2.49765 -0.89479 0.0 0.0 0.0
H 1.05991 2.01800 0.94812 -0.1 0.0 0.0
H 2.23195 1.47418 -0.08322 0.0 0.0 0.0